Record 1
ORCA calculation (ωB97M-V with the def2-TZVPD basis set) on the molecule C21H26N2O4S.

Computed properties:
Net charge = 0
Energy relative to the best compared isomer or geometry (same formula, charge and spin) = 0.2612 eV
Total energy = -1624.50016 Ha
LUMO level = 0.0170 Ha
2S+1 = 1

CARTESIAN COORDINATES (ANGSTROEM)
S1 0.45035 3.64492 -2.32463
O1 4.52263 2.05457 0.16331
O2 0.69532 2.03654 2.66002
O3 -0.19646 -1.02846 -2.02445
O4 0.02679 -3.94728 2.62508
N1 -0.23131 -2.10123 1.34571
N2 1.66648 1.79080 0.64840
C1 1.14760 -0.21131 1.97541
C2 1.12821 -0.65332 3.44333
C3 0.21587 3.19271 -0.66710
C4 -1.45568 -1.48525 -1.72687
C5 -0.16219 -0.66519 1.30554
C6 -3.94666 -2.47739 -0.97493
C7 -1.55518 -2.40353 -0.67096
C8 1.17735 1.30292 1.81740
C9 0.11335 -1.78061 3.69084
C10 2.36690 1.03267 -0.37061
C11 -0.01796 -2.73743 2.52101
C12 -0.33258 -2.83123 0.09559
C13 1.35126 3.17500 0.30508
C14 -3.84045 -1.57781 -2.01863
C15 -2.60387 -1.08207 -2.39676
C16 -0.02509 -0.23559 -3.17533
C17 3.84891 0.83445 -0.00175
C18 -2.80311 -2.88274 -0.30871
C19 -1.06472 2.78737 -0.44569
C20 -1.19345 3.29415 -2.68941
C21 -1.87331 2.84942 -1.60202
H1 -1.00966 -0.21692 1.83789
H2 2.31975 1.61124 -1.29578
H3 -0.39224 -3.88860 0.36495
H4 -4.91122 -2.86250 -0.68265
H5 -0.39014 -0.74700 -4.07065
H6 0.56521 -2.66102 -0.50909
H7 2.12398 -0.98923 3.73542
H8 1.04839 -0.07506 -3.26609
H9 3.93610 0.22427 0.90737
H10 -0.52753 0.73178 -3.07551
H11 2.23003 3.66600 -0.11872
H12 -0.20401 -0.33925 0.26686
H13 0.38982 -2.35514 4.57444
H14 1.89596 0.06614 -0.55774
H15 -2.91265 2.57409 -1.61861
H16 -1.41632 2.46443 0.51761
H17 -1.55295 3.44931 -3.68745
H18 1.06136 3.67404 1.23436
H19 4.35684 0.31809 -0.81930
H20 -2.54726 -0.37610 -3.21014
H21 1.97886 -0.68935 1.45735
H22 0.86615 0.20594 4.06451
H23 -0.87662 -1.35214 3.86599
H24 -4.72312 -1.25292 -2.54908
H25 -2.86834 -3.58617 0.50798
H26 4.15063 2.51099 0.92721

Forces on the atoms, in the same order (eV/Å):
S -0.5 -0.2 0.4
O 0.1 0.5 0.1
O -0.3 0.1 0.3
O -0.2 -0.3 0.3
O 0.1 -0.4 0.1
N 0.0 0.0 -0.2
N 0.3 0.4 -0.2
C -0.2 0.2 0.1
C 0.0 0.1 0.0
C 0.1 0.2 -0.5
C 0.0 -0.1 0.1
C 0.2 0.3 0.1
C -0.1 0.0 0.0
C 0.2 0.1 -0.2
C 0.3 -0.3 0.1
C 0.2 -0.1 0.1
C 0.6 -0.3 0.1
C -0.1 0.1 0.3
C 0.1 -0.2 -0.1
C -0.1 0.1 0.3
C 0.0 0.0 0.0
C 0.2 0.2 -0.2
C 0.0 0.2 -0.2
C -0.4 -0.3 -0.2
C 0.1 0.1 -0.1
C 0.2 0.1 0.1
C 0.3 0.2 -0.1
C -0.1 0.0 -0.2
H 0.1 0.1 -0.1
H -0.1 -0.1 0.0
H 0.0 0.1 -0.1
H -0.1 0.0 0.0
H 0.0 0.0 0.0
H -0.1 -0.1 0.1
H 0.0 0.0 0.0
H -0.1 0.0 0.0
H 0.0 0.0 -0.1
H 0.0 -0.1 0.0
H 0.0 0.0 0.1
H 0.0 0.0 0.0
H -0.1 0.0 -0.1
H -0.1 0.0 -0.1
H -0.2 0.0 0.0
H 0.0 -0.1 0.2
H -0.1 0.0 -0.2
H 0.1 0.0 -0.2
H -0.1 -0.1 0.1
H 0.0 0.1 -0.1
H -0.1 0.0 -0.1
H 0.1 -0.1 0.0
H 0.0 0.0 0.0
H -0.1 0.0 0.0
H 0.0 -0.1 0.1
H 0.0 -0.1 0.0

These are the Löwdin partial charges, in e, on atoms 1 to 4: S 1.03; O -0.05; O 0.07; O -0.12

=====

Record 2
ORCA calculation (ωB97M-V with the def2-TZVPD basis set) on the molecule C21H26N2O4S.

Computed properties:
Net charge = 0
Energy relative to the best compared isomer or geometry (same formula, charge and spin) = 0.7882 eV
Total energy = -1624.48079 Ha
LUMO level = 0.0257 Ha
2S+1 = 1

CARTESIAN COORDINATES (ANGSTROEM)
S1 -1.29865 2.07291 0.76291
O1 -2.46767 -4.37592 1.54363
O2 0.71810 1.92172 -1.50820
O3 -0.40579 3.18877 0.91229
O4 -2.29849 1.91012 1.77449
N1 -0.32813 0.70249 0.69668
N2 2.27443 2.93832 -0.20105
C1 -1.57052 -7.88727 1.49587
C2 -2.12295 -6.67911 1.87440
C3 2.56140 4.11428 -1.01533
C4 1.21785 5.68284 -2.32098
C5 -0.45664 -6.81318 -0.33061
C6 1.45812 4.43774 -3.16745
C7 -1.00686 -5.59839 0.03565
C8 1.45941 5.18977 -0.89567
C9 2.68697 3.80378 -2.51867
C10 -2.72293 -2.08198 1.02384
C11 1.10049 0.95646 0.62938
C12 -1.83737 -5.52563 1.14916
C13 1.66676 1.26331 2.01469
C14 1.31759 2.03202 -0.45472
C15 -1.88698 -3.15514 1.31015
C16 -0.52396 -2.92392 1.43669
C17 -2.20551 -0.81743 0.83238
C18 -2.10581 2.21282 -0.84603
C19 -0.73036 -7.95861 0.39680
C20 -0.83403 -0.57621 0.92837
C21 -0.00842 -1.65503 1.25195
H1 1.94535 6.45508 -2.58061
H2 1.61652 4.66453 -4.22071
H3 -1.32125 2.18401 -1.59187
H4 -2.61736 3.16723 -0.85095
H5 3.59656 4.26448 -2.90640
H6 0.13913 -3.73658 1.69568
H7 0.21838 6.09444 -2.45048
H8 1.75020 5.99456 -0.22171
H9 -0.80435 -4.70924 -0.54356
H10 0.56172 4.71863 -0.49499
H11 -3.78563 -2.25278 0.95526
H12 0.18683 -6.86272 -1.19670
H13 -2.80515 1.39944 -0.97643
H14 1.34548 0.48968 2.70962
H15 -1.79475 -8.77741 2.06458
H16 1.05420 -1.52613 1.37780
H17 -0.29600 -8.90275 0.10526
H18 3.51531 4.49246 -0.63503
H19 -2.78111 -6.60616 2.72605
H20 2.54831 3.03319 0.76297
H21 -2.88178 -0.00394 0.64445
H22 2.73769 2.73327 -2.69869
H23 2.75494 1.27915 2.00126
H24 0.61407 3.75643 -3.07255
H25 1.57726 0.05811 0.21621
H26 1.27538 2.21349 2.37092

Forces on the atoms, in the same order (eV/Å):
S -0.6 0.1 -0.1
O -0.2 0.0 0.1
O 0.1 0.1 -0.3
O 0.1 -0.1 -0.2
O -0.1 -0.3 -0.1
N -0.3 1.1 0.0
N 0.3 0.0 0.3
C 0.0 0.0 0.0
C 0.0 0.4 0.0
C 0.0 0.0 -0.1
C 0.0 0.0 0.0
C 0.0 -0.1 0.0
C 0.1 0.1 -0.1
C -0.2 0.3 0.0
C 0.0 0.1 0.0
C -0.1 -0.1 -0.1
C 0.1 -0.4 0.0
C 0.2 0.3 0.1
C 0.2 -0.5 -0.1
C 0.0 -0.2 -0.2
C 0.7 -0.5 0.0
C 0.3 0.5 0.0
C -0.3 -0.3 0.1
C 0.1 -0.2 0.0
C 0.5 -0.1 0.6
C 0.1 -0.1 0.0
C -0.5 -0.7 0.1
C 0.0 0.3 -0.1
H 0.0 0.1 0.0
H 0.0 0.0 -0.1
H 0.0 0.0 -0.1
H -0.1 0.2 0.1
H 0.0 0.0 0.0
H 0.0 0.0 0.0
H 0.0 0.1 0.0
H 0.0 0.0 0.1
H 0.0 0.0 0.0
H 0.0 0.1 0.0
H -0.1 0.0 0.0
H 0.0 0.0 -0.1
H -0.1 -0.2 0.0
H 0.0 0.0 0.1
H 0.0 -0.1 0.1
H 0.1 0.1 0.0
H 0.0 -0.1 0.0
H -0.1 -0.1 0.0
H -0.1 0.0 0.1
H 0.0 -0.1 0.0
H -0.1 -0.1 0.0
H 0.1 0.0 0.0
H 0.1 0.0 0.1
H 0.0 0.0 -0.1
H -0.2 0.2 0.0
H 0.0 0.0 0.1

These are the Löwdin partial charges, in e, on atoms 1 to 4: S 0.67; O 0.04; O 0.04; O -0.28

=====

Record 3
ORCA calculation (ωB97M-V with the def2-TZVPD basis set) on the molecule C21H26N2O5S.

Computed properties:
Net charge = 0
Energy relative to the best compared isomer or geometry (same formula, charge and spin) = 2.3491 eV
Total energy = -1699.73724 Ha
LUMO level = 0.0216 Ha
2S+1 = 1

CARTESIAN COORDINATES (ANGSTROEM)
S1 -2.27783 1.21295 -1.03594
O1 -2.12301 -0.03949 -1.71911
O2 1.69356 -2.61081 1.13206
O3 -0.98882 -2.64448 5.11365
O4 0.53312 0.40096 4.08885
O5 -3.60403 1.70767 -0.81288
N1 -1.47451 2.44698 -1.82372
N2 0.75238 -2.29281 3.71160
C1 1.13670 -1.84537 0.06981
C2 1.49669 1.02718 -3.47756
C3 -0.61457 -3.10038 1.04823
C4 0.73647 -3.55271 1.60744
C5 2.39118 -0.16553 -3.32841
C6 0.00293 -0.45299 5.08008
C7 -0.21076 3.24358 -3.73640
C8 -1.44421 0.05384 2.70626
C9 -1.44201 1.07465 0.53634
C10 -0.42484 2.28969 -2.73214
C11 -0.14508 -1.91739 4.63395
C12 -0.18900 0.60607 2.95720
C13 0.42763 1.20193 -2.60828
C14 -0.20612 -2.48331 -0.28640
C15 0.86939 3.06511 -4.58508
C16 -0.21182 1.65446 0.78527
C17 0.80948 -3.61366 3.13829
C18 1.71426 1.97543 -4.46519
C19 0.41275 1.42195 1.99434
C20 -1.12446 4.42479 -3.89210
C21 -2.06092 0.29191 1.49027
H1 1.79747 -1.07658 -3.28458
H2 1.04868 3.79246 -5.36382
H3 -1.31150 -3.92763 0.94369
H4 -1.93891 -0.56593 3.43697
H5 0.72242 -0.41711 5.90358
H6 -0.81984 5.02357 -4.74657
H7 -2.15371 4.10183 -4.05306
H8 -1.09804 5.05942 -3.00543
H9 -3.02601 -0.13352 1.26545
H10 -2.09189 3.22351 -1.99529
H11 1.75010 -4.09185 3.43105
H12 -0.92174 -1.76060 -0.67260
H13 3.08525 -0.23685 -4.16187
H14 0.23518 0.46700 -1.84324
H15 1.84500 -1.85010 -0.76258
H16 0.25628 2.27340 0.03682
H17 -0.02883 -4.18819 3.53648
H18 1.37707 1.85085 2.21611
H19 0.99435 -4.54827 1.21232
H20 -0.06223 -3.26827 -1.03001
H21 1.40995 -1.62557 3.33387
H22 1.00354 -0.81089 0.41389
H23 2.54239 1.86277 -5.14898
H24 -1.05139 -2.34410 1.70100
H25 2.96606 -0.09387 -2.40527
H26 -0.96421 -0.09571 5.45160

Forces on the atoms, in the same order (eV/Å):
S 0.0 0.2 0.1
O 0.2 0.3 0.0
O 0.1 -0.1 0.3
O -0.3 -0.1 0.2
O 0.2 0.1 -0.1
O 0.1 0.2 0.1
N -0.7 -0.3 0.4
N 0.4 0.0 -0.3
C -0.1 0.3 -0.3
C 0.0 0.1 0.0
C 0.3 0.0 0.0
C -0.3 -0.3 0.3
C 0.0 0.0 0.0
C -0.3 -0.2 0.3
C -0.1 0.0 0.1
C 0.1 0.1 0.2
C -0.2 0.1 -0.6
C 0.7 -0.4 -0.3
C 0.2 0.5 0.0
C -0.1 0.2 -0.4
C 0.1 0.1 -0.2
C 0.1 0.0 0.1
C 0.0 -0.1 0.1
C 0.1 0.1 0.1
C 0.1 -0.2 -0.3
C 0.0 -0.1 0.0
C -0.1 -0.1 0.2
C 0.1 -0.1 0.1
C 0.0 0.0 0.0
H 0.0 -0.1 0.0
H 0.0 0.1 -0.1
H -0.1 -0.1 0.0
H -0.1 -0.1 0.1
H -0.1 0.0 -0.1
H 0.0 0.1 0.0
H -0.1 0.1 0.0
H -0.1 0.1 0.0
H -0.2 -0.1 0.1
H -0.2 0.0 0.1
H -0.1 0.0 0.0
H 0.0 0.0 0.0
H 0.1 -0.1 0.0
H 0.1 -0.1 0.1
H -0.1 0.1 0.0
H 0.1 0.1 -0.1
H 0.1 0.0 0.0
H 0.1 0.1 0.0
H -0.1 0.1 0.1
H 0.0 0.0 -0.1
H -0.1 0.1 0.1
H 0.0 -0.1 -0.1
H 0.1 0.0 -0.1
H 0.0 0.0 0.0
H 0.1 -0.1 0.0
H 0.1 -0.1 -0.1

These are the Löwdin partial charges, in e, on atoms 1 to 4: S 0.67; O -0.28; O -0.10; O 0.07

=====

Record 4
ORCA calculation (ωB97M-V with the def2-TZVPD basis set) on the molecule C21H26N2O8S2.

Computed properties:
Net charge = 0
Energy relative to the best compared isomer or geometry (same formula, charge and spin) = 0.1857 eV
Total energy = -2323.64761 Ha
LUMO level = -0.0379 Ha
2S+1 = 1

CARTESIAN COORDINATES (ANGSTROEM)
S1 0.46189 -4.59100 -3.11798
S2 -0.17629 4.36371 2.51247
O1 0.11149 -1.89912 1.14471
O2 -2.14450 -3.35577 -4.62640
O3 0.00290 -0.96001 3.13468
O4 -0.50400 5.47262 1.66114
O5 -1.03131 4.11281 3.63650
O6 0.39143 -4.33342 -4.53511
O7 1.26896 7.34059 2.60499
O8 1.60242 -5.28858 -2.61195
N1 -0.85867 -5.41058 -2.55249
N2 1.43103 4.48728 2.94463
C1 -0.08092 2.89126 1.49272
C2 0.17910 -0.59728 -0.90271
C3 1.84391 5.40991 4.01554
C4 -2.18094 -5.39051 -3.18375
C5 1.53513 4.80313 5.38533
C6 0.18240 -1.81829 -0.20657
C7 0.00244 3.02814 0.11506
C8 0.09383 0.62724 -0.12176
C9 0.01467 0.51052 1.27712
C10 0.03753 -0.80319 1.94443
C11 0.33965 -1.82932 -2.97854
C12 0.33585 -3.01783 -2.26651
C13 -3.15608 -6.00529 -2.17446
C14 3.34261 5.66123 3.84200
C15 0.08412 1.90850 -0.68609
C16 1.07606 6.73799 3.85041
C17 0.25953 -0.63190 -2.29929
C18 0.26364 -3.02803 -0.89325
C19 -0.08048 1.64820 2.07931
C20 -2.58635 -3.92060 -3.42848
C21 -2.18697 -6.19175 -4.48736
H1 0.71755 6.86366 1.96451
H2 -3.18395 -5.40789 -1.26694
H3 -3.14030 -6.06700 -4.99355
H4 1.79143 3.56161 3.12946
H5 0.25884 0.28808 -2.85957
H6 -2.24242 -3.32959 -2.56249
H7 -3.67808 -3.85926 -3.46587
H8 0.27300 -3.95716 -0.34860
H9 0.01136 6.55310 4.04310
H10 1.77264 5.51102 6.17485
H11 0.13989 2.03018 -1.75506
H12 1.45010 7.44460 4.59675
H13 -0.16838 1.53688 3.14939
H14 -2.03133 -7.24806 -4.27829
H15 3.71094 6.26803 4.66412
H16 2.12576 3.90136 5.53997
H17 -1.21734 -3.61079 -4.78018
H18 -2.84622 -7.01514 -1.91609
H19 3.50971 6.19258 2.90949
H20 0.47992 4.54743 5.44745
H21 -1.39554 -5.84758 -5.14751
H22 -0.57997 -6.32530 -2.23323
H23 -0.01094 4.02296 -0.30104
H24 0.40078 -1.86099 -4.05410
H25 3.89059 4.72230 3.82177
H26 -4.15445 -6.04911 -2.59994

Forces on the atoms, in the same order (eV/Å):
S -0.1 -0.2 0.5
S 0.5 -0.7 0.1
O 0.0 -0.2 0.3
O 0.3 0.1 -0.5
O 0.0 0.0 -0.4
O 0.0 0.1 -0.3
O 0.0 -0.2 0.0
O -0.1 0.1 0.1
O 0.1 0.2 -0.4
O 0.0 -0.1 0.2
N 0.8 0.2 -0.1
N -0.6 -0.2 -0.6
C 0.0 0.4 0.3
C 0.0 -0.5 0.0
C 0.1 0.6 0.4
C -0.5 0.3 -0.4
C -0.1 0.2 -0.2
C 0.1 0.1 -1.0
C 0.0 0.1 -0.1
C 0.0 0.3 0.5
C 0.0 0.3 -0.4
C 0.0 0.1 0.6
C 0.0 -0.1 -0.2
C 0.0 -0.2 -0.3
C 0.3 0.3 -0.1
C -0.4 0.0 -0.2
C 0.0 -0.1 0.1
C 0.1 -0.2 0.2
C 0.0 -0.1 0.3
C 0.0 0.2 0.4
C 0.0 -0.2 0.1
C -0.3 0.0 0.3
C 0.0 0.2 0.1
H 0.1 0.2 0.1
H 0.0 0.1 0.1
H -0.1 0.0 -0.1
H 0.0 -0.3 -0.1
H 0.0 0.1 -0.1
H -0.2 -0.1 0.0
H 0.1 -0.1 0.1
H 0.0 -0.1 0.2
H 0.0 0.1 0.1
H 0.1 0.1 0.1
H 0.0 0.0 -0.1
H -0.1 -0.2 0.1
H 0.0 -0.1 0.1
H 0.0 -0.1 0.0
H 0.1 0.0 0.1
H 0.1 -0.1 0.1
H -0.3 0.2 -0.1
H 0.0 -0.1 0.1
H 0.1 0.0 -0.1
H 0.0 0.0 0.1
H -0.1 -0.1 -0.1
H 0.3 -0.2 0.1
H 0.0 0.1 -0.1
H 0.0 0.1 -0.1
H 0.1 -0.1 0.0
H -0.1 0.0 -0.1

These are the Löwdin partial charges, in e, on atoms 1 to 4: S 0.68; S 0.69; O 0.14; O -0.06

=====

| no. | Kohn-Sham gap (hartree) | HOMO level (Eh) | maximum force (eV/Å) |
| --- | --- | --- | --- |
| 1 | 0.3387 | -0.3217 | 0.67 |
| 2 | 0.3210 | -0.2954 | 1.17 |
| 3 | 0.3393 | -0.3176 | 0.87 |
| 4 | 0.3155 | -0.3535 | 1.03 |